(1)
{"formula": "C18H26Cl2N7OOsPSSe", "method": "ωB97M-V with the def2-TZVPD basis set", "de_lowest_kcal_mol": 0.0, "homo_ev": [-7.057, -7.057], "lumo_energy_ev": [-0.61, -0.61], "gap_ev": [6.444, 6.443], "charge": 0, "symbols": ["Os", "C", "N", "C", "P", "O", "N", "C", "C", "N", "C", "C", "H", "H", "H", "H", "H", "H", "H", "H", "H", "H", "H", "H", "H", "H", "H", "H", "H", "H", "Se", "C", "N", "C", "C", "C", "C", "N", "C", "S", "N", "H", "H", "H", "H", "H", "Cl", "C", "C", "C", "C", "C", "Cl", "C", "N", "H", "H", "H"], "positions_angstrom": [[0.69550, -0.82018, -0.61486], [-2.95467, -0.59118, -1.58601], [-2.60360, 0.73663, -1.08627], [-3.18050, 1.82854, -1.85350], [-1.97580, 0.83665, 0.41981], [-0.80824, -0.10796, 0.62336], [-1.62298, 2.42720, 0.63519], [-0.62208, 3.05760, -0.23508], [-1.64272, 3.00913, 1.97314], [-3.09555, 0.39250, 1.53333], [-2.78628, -0.38259, 2.72379], [-4.44482, 0.92208, 1.47022], [-2.64220, -0.68847, -2.62647], [-4.03507, -0.75522, -1.51624], [-2.43852, -1.36360, -1.02157], [-2.74830, 1.83987, -2.85697], [-2.98394, 2.78274, -1.37493], [-4.26411, 1.69964, -1.94836], [-0.53466, 2.52425, -1.17993], [0.36036, 3.06639, 0.24184], [-0.92351, 4.08741, -0.43951], [-2.39149, 2.52294, 2.59462], [-1.89412, 4.06842, 1.89666], [-0.66609, 2.92202, 2.45905], [-1.75765, -0.72907, 2.68486], [-3.44525, -1.25273, 2.78489], [-2.92657, 0.22004, 3.62764], [-4.59005, 1.48964, 0.55189], [-4.64864, 1.58710, 2.31628], [-5.17475, 0.10861, 1.49111], [3.57107, 2.93667, 1.09078], [2.57323, 1.63319, 0.41777], [1.89050, 0.78364, -0.00011], [3.88124, -2.42437, -0.78862], [3.44035, -1.64570, -1.98061], [4.23715, -1.44483, -3.09769], [3.72669, -0.68247, -4.13644], [2.51879, -0.12913, -4.11899], [1.81042, -0.35841, -3.02775], [0.23236, 0.22651, -2.65489], [2.22341, -1.09807, -1.96934], [4.75203, -3.03229, -1.02413], [3.07367, -3.06372, -0.43525], [4.14314, -1.73623, 0.01872], [5.22606, -1.87493, -3.15345], [4.32024, -0.50491, -5.02660], [1.22482, -2.02572, 1.52716], [-0.00801, -3.23927, 1.22906], [-0.42252, -4.07421, 2.24452], [-1.42546, -4.99013, 1.96309], [-1.98166, -5.04521, 0.68963], [-1.52090, -4.20879, -0.31053], [-2.23793, -4.29406, -1.88386], [-0.49960, -3.26833, -0.08213], [-0.01342, -2.45498, -1.09032], [0.02242, -4.00719, 3.22786], [-1.77424, -5.66345, 2.73379], [-2.77260, -5.74680, 0.46347]]}

***

(2)
{"formula": "C18H26ClF5InO18P2", "method": "ωB97M-V with the def2-TZVPD basis set", "homo_ev": -4.964, "lumo_energy_ev": 1.63, "gap_ev": 6.598, "charge": -1, "symbols": ["C", "C", "C", "Cl", "In", "P", "P", "O", "O", "O", "H", "H", "H", "H", "H", "H", "H", "H", "H", "H", "H", "C", "C", "O", "C", "O", "O", "F", "H", "H", "H", "C", "C", "O", "C", "O", "O", "F", "H", "H", "H", "C", "C", "O", "C", "O", "O", "F", "H", "H", "H", "C", "C", "O", "C", "O", "O", "F", "H", "H", "H", "C", "C", "O", "C", "O", "O", "F", "H", "H", "H"], "positions_angstrom": [[-1.02758, 2.85974, 3.94858], [-0.39747, 1.69285, 4.91468], [1.13187, 1.20409, 4.45423], [1.72908, 0.09439, 5.86324], [2.57335, 2.94815, 4.38283], [2.73638, 4.12562, 2.14642], [1.68778, 3.08078, 0.54807], [2.58177, 1.95158, -0.17056], [1.38055, 4.27836, -0.72663], [0.15412, 2.38694, 0.99215], [-0.29407, 3.73270, 3.68249], [-1.92818, 3.36221, 4.54791], [-1.54570, 2.37405, 2.98905], [-1.16567, 0.78003, 4.87684], [-0.40742, 2.03958, 6.05666], [1.11736, 0.53000, 3.49614], [4.25234, 2.39220, 4.85000], [2.04191, 4.14681, 5.65352], [4.14736, 4.07209, 1.77756], [0.88983, 5.07511, -0.33397], [-0.12891, 1.76950, 0.22893], [0.10951, 1.75793, -3.20276], [-0.28982, 2.50226, -4.43085], [-1.52419, 1.91960, -4.78258], [-2.06604, 1.49911, -3.60518], [-3.23858, 1.19531, -3.46124], [-1.13639, 1.46658, -2.60210], [0.58726, 2.28089, -5.43553], [0.63250, 0.82194, -3.42594], [0.73471, 2.35896, -2.53697], [-0.42060, 3.57919, -4.28037], [-0.69267, -4.49813, 7.26152], [0.56400, -3.79519, 7.64669], [0.67543, -2.76944, 6.68632], [-0.60674, -2.47649, 6.33009], [-0.93716, -1.46558, 5.73281], [-1.47956, -3.45070, 6.73080], [1.63244, -4.61394, 7.52121], [-0.53315, -5.25890, 6.49005], [-1.18724, -4.96497, 8.11759], [0.54441, -3.35874, 8.65100], [-2.02677, -5.72815, 3.21298], [-3.21606, -6.61145, 3.37746], [-2.77004, -7.60048, 4.27733], [-1.82495, -6.98433, 5.04143], [-1.40679, -7.42428, 6.09947], [-1.40774, -5.80809, 4.48119], [-3.53616, -7.21179, 2.20922], [-1.33285, -6.09022, 2.44697], [-2.30385, -4.69733, 2.97626], [-4.09593, -6.10718, 3.79107], [1.22285, -2.56413, -6.04100], [2.40102, -1.85124, -5.47056], [1.89437, -1.26854, -4.29130], [0.89217, -2.09889, -3.88783], [0.39886, -2.08456, -2.77234], [0.51185, -2.95600, -4.88391], [2.80987, -0.85988, -6.29379], [0.58947, -1.91332, -6.65310], [1.51162, -3.43401, -6.63707], [3.24527, -2.50436, -5.22522], [-0.24888, 4.43879, -7.43275], [-0.54368, 4.09107, -8.85187], [-0.62724, 5.34608, -9.48814], [0.19631, 6.16208, -8.77217], [0.60128, 7.24276, -9.16713], [0.51997, 5.61810, -7.55940], [-1.74411, 3.47856, -8.95895], [-1.15252, 4.65521, -6.85311], [0.31661, 3.65515, -6.92136], [0.22927, 3.48400, -9.33512]]}

***

Electronic energy (computed, eV): -144551.2398 -105803.7970